Computed, not measured: a molecular structure, C21H42As3F5OReTe, with ωB97M-V/def2-TZVPD.

Properties
- ΔE to the lowest compared entry with this formula, charge and spin (kJ/mol) = 148.6
- ⟨S²⟩ = 3.776
- frontier orbital gap (alpha / beta) (eV) = 6.7 / 4.0
- M (u) = 944.13
- largest force on an atom (eV/Å) = 1.3
- HOMO level (alpha / beta) (Ha) = -0.4612 / -0.4723
- electronic energy (Eh) = -8452.89303

```
! RIJCOSX wB97M-V def2-TZVPD def2/J DEFGRID3
* xyz 2 4
Re -1.25 -0.86 -0.25
C 0.77 -0.90 -2.17
C 0.15 -1.05 -3.36
C -0.69 -2.26 -3.31
C -0.60 -2.83 -2.10
C 0.26 -1.95 -1.24
C 1.35 -2.66 -0.46
C -1.08 -4.20 -1.70
C -1.44 -2.78 -4.50
C 0.31 -0.22 -4.60
C 1.94 -0.02 -1.82
H 2.04 -3.14 -1.16
H 0.95 -3.45 0.18
H 1.93 -1.98 0.17
H -0.45 -4.96 -2.16
H -2.11 -4.39 -2.02
H -1.04 -4.36 -0.62
H -0.76 -3.23 -5.23
H -1.97 -1.98 -5.02
H -2.17 -3.54 -4.22
H 0.58 -0.83 -5.46
H 1.07 0.55 -4.49
H -0.64 0.27 -4.85
H 2.87 -0.58 -1.91
H 1.89 0.35 -0.79
H 2.03 0.84 -2.49
C -2.36 2.57 0.04
As -0.74 1.55 -0.26
C -0.17 2.40 -1.89
C 0.55 2.30 1.01
C 0.51 1.78 2.46
C -0.88 2.04 3.07
C 0.91 0.30 2.60
As -0.36 -1.10 2.06
C -1.77 -1.10 3.39
C 0.66 -2.60 2.73
C 1.46 2.64 3.36
As 3.27 2.93 2.77
C 4.15 1.42 2.02
C 3.37 4.38 1.53
H -2.86 2.29 0.96
H -3.02 2.38 -0.81
H -2.10 3.63 0.05
H -0.27 3.47 -1.77
H -0.82 2.05 -2.69
H 0.86 2.14 -2.12
H 0.38 3.38 1.01
H 1.52 2.12 0.55
H -1.64 1.47 2.54
H -1.15 3.09 3.02
H -0.92 1.73 4.12
H 1.16 0.08 3.64
H 1.79 0.08 2.00
H -1.37 -0.81 4.36
H -2.13 -2.12 3.44
H -2.59 -0.45 3.10
H 0.68 -2.52 3.82
H 1.67 -2.61 2.34
H 0.16 -3.53 2.45
H 1.53 2.21 4.36
H 1.07 3.66 3.49
H 4.12 0.58 2.70
H 5.18 1.69 1.80
H 3.61 1.20 1.09
H 2.61 5.11 1.77
H 3.22 3.93 0.55
H 4.36 4.84 1.58
F -5.30 -1.92 -0.12
Te -3.97 -1.17 -1.10
F -4.34 -2.38 -2.39
F -5.13 0.18 -1.45
F -2.84 -2.48 -0.21
F -3.45 -0.28 0.53
O -2.53 -0.39 -1.90
*
```

Löwdin population analysis, charges in e, atoms 1 to 8: Re 0.9756; C -0.2744; C -0.1802; C -0.1957; C -0.2564; C -0.4899; C -0.0696; C -0.0285


Computed, not measured: a molecular structure, C21H42AsF6O21RbTl, with ωB97M-V/def2-TZVPD.

Properties
- ⟨S²⟩ = 0.759
- frontier orbital gap (alpha / beta) (eV) = 8.0 / 1.7
- M (u) = 1109.31
- largest force on an atom (eV/Å) = 6.7
- HOMO level (alpha / beta) (Ha) = -0.4981 / -0.4981
- electronic energy (Eh) = -5436.42089

```
! RIJCOSX wB97M-V def2-TZVPD def2/J DEFGRID3
* xyz 2 2
Rb -3.78 -1.79 1.95
Tl 0.19 -5.32 1.42
As -0.22 -1.19 -0.24
F -2.05 -1.17 -0.33
F -0.44 -1.31 1.56
F 1.52 -1.19 -0.18
F -0.18 -1.02 -2.06
F -0.14 0.63 -0.06
F -0.36 -2.97 -0.37
C -1.91 -6.45 -4.25
O -1.58 -6.18 -2.89
C -1.92 -5.11 -2.17
O -1.76 -5.15 -0.91
O -2.42 -4.16 -2.89
C -2.89 -2.95 -2.37
H -2.96 -6.74 -4.30
H -1.28 -7.26 -4.61
H -1.80 -5.53 -4.82
H -3.14 -3.01 -1.31
H -3.71 -2.77 -3.06
H -2.21 -2.10 -2.47
C 4.50 -2.60 0.36
O 4.01 -2.77 -0.93
C 2.95 -3.52 -1.18
O 2.22 -4.07 -0.33
O 2.73 -3.46 -2.49
C 1.48 -3.72 -3.12
H 3.88 -1.96 0.98
H 5.46 -2.08 0.30
H 4.63 -3.60 0.77
H 1.57 -4.58 -3.78
H 1.17 -2.90 -3.76
H 0.75 -4.00 -2.36
C -2.69 4.51 -6.41
O -1.68 3.62 -6.02
C -1.61 3.19 -4.78
O -2.28 3.67 -3.87
O -0.73 2.32 -4.69
C -0.27 1.84 -3.44
H -2.61 5.45 -5.88
H -3.65 4.00 -6.31
H -2.34 4.83 -7.39
H -0.93 1.35 -2.73
H 0.01 2.77 -2.93
H 0.52 1.10 -3.58
C -5.03 3.52 3.36
O -4.87 3.48 1.90
C -4.65 2.33 1.20
O -4.61 1.20 1.65
O -4.40 2.74 -0.02
C -4.26 1.71 -0.98
H -5.74 2.75 3.67
H -5.45 4.49 3.61
H -4.08 3.23 3.81
H -5.07 1.02 -0.74
H -3.23 1.37 -0.91
H -4.58 2.07 -1.95
C 6.19 5.22 -0.17
O 5.92 3.86 -0.05
C 4.73 3.25 -0.45
O 3.79 3.82 -0.95
O 4.84 1.89 -0.31
C 3.95 1.06 -1.07
H 7.24 5.52 -0.25
H 5.75 5.73 0.68
H 5.89 5.50 -1.18
H 3.84 1.32 -2.12
H 2.99 1.03 -0.55
H 4.30 0.03 -1.18
C -1.71 3.50 5.78
O -2.25 2.18 5.62
C -2.10 1.43 4.48
O -2.57 0.29 4.38
O -1.43 2.10 3.66
C -1.06 1.68 2.37
H -1.82 3.75 6.84
H -2.28 4.27 5.25
H -0.64 3.57 5.62
H -1.45 2.38 1.62
H -1.32 0.66 2.09
H -0.04 2.01 2.20
C 4.59 -2.32 4.75
O 3.77 -2.81 3.61
C 2.45 -2.54 3.41
O 1.87 -3.04 2.45
O 2.02 -1.70 4.36
C 0.72 -1.06 4.33
H 4.33 -2.68 5.74
H 4.66 -1.24 4.67
H 5.63 -2.63 4.65
H 0.81 -0.21 5.01
H -0.06 -1.72 4.69
H 0.37 -0.67 3.37
*
```

Löwdin population analysis, charges in e, atoms 1 to 8: Rb 0.8495; Tl 1.1324; As 0.9916; F -0.3653; F -0.3054; F -0.2101; F -0.2656; F -0.2765